# C3H4O

An isolated molecule of C3H4O (ωB97M-V with the def2-TZVPD basis set, the OMol25 dataset).

```
8
Properties=species:S:1:pos:R:3:forces:R:3
O -1.4970 1.0429 0.0726 0.21 0.04 -0.36
C -0.8171 -0.1061 0.2940 0.07 -0.19 0.33
C 0.5350 -0.3097 0.1707 0.28 -0.03 0.08
C 1.8072 -0.3160 -0.1203 -0.26 -0.17 0.30
H -0.9015 1.7397 -0.2377 0.05 -0.13 0.13
H -1.5031 -0.8854 0.6115 0.23 0.00 0.00
H -0.0376 -1.0790 -0.5628 -0.59 0.12 -0.42
H 2.5117 -0.1114 0.6851 0.01 0.35 -0.06
```
Positions in Å, forces in eV/Å.

Summary:
Strongest force on any atom in eV/Å: 0.7
Spin multiplicity: 1
Net charge: 0
HOMO energy in eV: -7.9

Here are the Löwdin charges for atoms 1 to 6, given in e: number 1, O, carries 0.04; number 2, C, carries -0.22; number 3, C, carries -0.29; number 4, C, carries 0.04; number 5, H, carries 0.12; number 6, H, carries 0.13

# C35H50BClN7O3S3W

A structure of composition C35H50BClN7O3S3W at a distorted geometry (ωB97M-V with the def2-TZVPD basis set, the OMol25 dataset).

```
101
Properties=species:S:1:pos:R:3:forces:R:3
W 1.6931 0.9711 -0.2695 1.40 -0.53 0.33
C 2.3952 0.5664 3.6192 3.22 0.13 -0.60
C 3.1060 0.3603 2.4560 -0.70 -0.06 0.75
C 2.1728 -0.1605 1.4416 0.76 -0.59 -0.40
C 0.9066 -0.3508 2.1444 -1.50 0.69 1.72
C 1.0920 0.1281 3.4586 -1.50 -1.36 -1.82
H 2.8736 0.8632 4.5496 -0.32 0.09 -0.15
H 4.1687 0.4495 2.3319 0.23 0.17 -0.13
H 2.5483 -1.0136 0.8242 -0.10 0.10 0.45
H -0.0645 -0.7336 1.7655 1.02 0.04 0.19
H 0.4869 -0.0152 4.3289 -0.95 0.17 -0.09
C -2.0493 -2.8593 -2.8313 2.18 0.81 -0.33
C -2.3293 -1.5302 -2.0703 -1.60 -0.72 0.39
C -1.8332 -1.6567 -0.6196 -0.52 -0.60 0.96
C -3.8925 -1.2432 -2.0687 2.31 0.03 0.30
N -1.6418 -0.3874 -2.7644 0.17 1.95 0.59
C -2.2792 0.7719 -3.3524 -0.27 -1.19 -0.52
C -1.3197 1.5506 -3.8792 1.24 -0.31 0.69
N -0.0634 0.9742 -3.4946 -1.36 0.91 0.64
B 1.1854 1.8148 -3.7208 0.41 0.53 -0.09
N 2.5499 0.9330 -3.6215 1.77 -0.83 0.70
C 2.9094 -0.1024 -4.5079 -1.93 -0.46 -0.79
C 4.1297 -0.5865 -4.1360 -0.34 -1.01 -0.67
N 4.4906 -0.0278 -2.9499 1.15 1.60 0.25
C 3.5679 0.9196 -2.7119 -1.12 0.58 -0.17
S 3.5179 1.9546 -1.3409 0.18 -0.04 -0.40
C 5.9082 -0.1651 -2.2432 0.57 -1.42 -0.14
C 6.7778 1.0419 -2.6109 -0.42 1.42 -2.37
C 6.5181 -1.5533 -2.7420 -1.20 2.65 -0.94
C 5.7266 -0.3022 -0.7232 -1.53 1.88 0.03
N 0.9394 3.3242 -2.9131 0.78 -0.46 1.32
C 1.3221 4.5612 -3.4502 -0.85 -1.45 0.52
C 0.6575 5.5307 -2.7999 -0.54 -0.55 0.55
N -0.0664 4.9376 -1.7431 0.78 0.39 0.21
C 0.2178 3.6091 -1.7738 0.10 -1.42 -0.37
S -0.1756 2.2581 -0.5155 -1.54 2.42 -1.72
C -0.8659 5.7268 -0.6996 -1.58 0.80 0.31
C -0.6075 5.2141 0.7075 0.04 -0.60 1.44
C -0.5860 7.2679 -0.6824 1.77 -0.73 -1.72
C -2.3963 5.5874 -1.0023 0.65 0.61 -0.01
C -0.3138 -0.0822 -2.6890 -0.65 0.13 -1.32
S 0.9724 -0.8245 -1.7761 -0.04 -0.35 0.31
H -2.3701 -3.7500 -2.2854 -0.29 0.34 -0.08
H -0.9130 -2.9402 -2.9037 -1.25 -0.10 0.06
H -2.4004 -2.8506 -3.8774 -0.19 -0.01 0.57
H -2.4788 -2.4153 -0.0860 0.43 0.95 -0.58
H -1.8714 -0.6951 -0.0284 0.03 -0.90 -0.74
H -0.8295 -2.1025 -0.5805 -0.37 0.39 0.06
H -4.3909 -2.0172 -1.5104 -0.09 -0.36 0.09
H -4.2265 -1.2479 -3.0909 -0.47 0.26 -0.31
H -4.0307 -0.3087 -1.5331 -0.43 0.21 -0.20
H -3.3663 0.9434 -3.4445 0.93 -0.63 0.22
H -1.3697 2.5336 -4.3755 0.03 -0.94 0.22
H 1.1823 2.1336 -4.8534 -0.01 0.40 -0.37
H 2.1194 -0.5925 -5.1946 1.81 1.35 0.87
H 4.7908 -1.2923 -4.6142 -0.45 -0.16 -0.02
H 6.9734 1.1224 -3.7749 -0.60 -0.33 2.19
H 7.8017 1.0850 -2.1879 -0.84 -0.38 0.24
H 6.2024 1.9852 -2.3347 0.96 -1.01 -0.21
H 6.7907 -1.3871 -3.7882 -0.07 -0.55 0.01
H 5.7693 -2.3032 -2.6061 -0.34 -0.70 -0.12
H 7.4000 -1.8169 -2.2206 0.81 -0.01 0.73
H 5.5640 0.7425 -0.2522 0.39 -1.92 -0.55
H 6.5880 -0.7839 -0.2875 0.19 -0.08 0.10
H 4.8134 -0.9122 -0.5676 0.56 0.21 0.31
H 2.0894 4.6057 -4.1784 0.09 0.14 -0.88
H 0.5648 6.5481 -3.0978 0.04 0.55 0.37
H 0.4602 5.4151 1.0710 -1.40 -0.36 -0.53
H -0.8859 4.1227 0.8406 0.53 1.47 -0.13
H -1.3201 5.7633 1.3921 0.96 -0.45 -0.69
H 0.5086 7.3803 -0.5307 -0.49 0.26 -0.16
H -1.0523 7.7750 0.1598 -0.35 -0.31 -0.19
H -0.8522 7.7507 -1.6698 0.13 -0.40 1.22
H -2.6414 4.5093 -1.0004 -0.41 0.66 -0.12
H -2.6487 6.1351 -1.9491 0.18 -0.94 0.62
H -2.9180 6.1686 -0.1960 0.28 -0.91 -0.64
N 2.5844 2.6521 0.9614 -0.48 -0.41 0.11
H 3.5856 2.5826 0.8599 0.28 0.25 0.41
H 2.3710 2.7201 1.9465 -0.24 -0.03 0.27
H 2.2577 3.4495 0.4545 -0.11 0.96 0.07
C -1.8323 -5.1327 4.5403 -0.85 1.10 -0.78
C -3.1276 -5.7828 4.9321 -1.34 -1.08 1.17
C -3.1786 -7.1544 5.2142 1.26 0.48 -1.10
C -4.3838 -7.7979 5.3669 -0.46 1.73 0.41
Cl -4.3366 -9.4863 5.3611 -0.37 -1.56 0.18
C -5.5764 -7.0627 5.4740 -0.18 -1.40 -0.69
C -5.5938 -5.6809 5.3624 0.68 -0.97 -0.24
C -4.3588 -5.0875 5.0884 0.83 1.87 -0.32
O -4.2010 -3.7314 4.9402 -0.09 -0.50 -0.78
C -5.3265 -2.9163 4.5941 0.49 0.79 1.62
C -6.3126 -2.7089 5.8197 -0.79 -0.19 -1.52
O -5.8875 -3.0962 6.9107 -0.24 0.37 0.25
O -7.4284 -2.2561 5.4246 0.96 -0.13 0.73
H -1.8906 -4.0630 4.7767 0.07 -0.21 0.02
H -1.7343 -5.1729 3.4176 0.31 -0.21 1.03
H -0.9917 -5.5438 5.0828 0.25 -0.33 -0.24
H -2.2410 -7.7453 5.1263 -0.78 0.37 0.14
H -6.5038 -7.6566 5.4706 0.36 0.51 0.38
H -6.5481 -5.1681 5.4285 0.44 0.25 0.02
H -5.8740 -3.2401 3.7323 -0.27 -0.67 -0.52
H -4.8728 -1.9460 4.3462 -0.16 -0.12 0.08
```
Positions in Å, forces in eV/Å.

Summary:
Strongest force on any atom in eV/Å: 3.3
Spin multiplicity: 3
Net charge: +1
HOMO energy (spin up / spin down) in eV: -6.8 / -6.8
<S²>: 2.02

Here are the Löwdin charges for atoms 1 to 6, given in e: number 1, W, carries 0.84; number 2, C, carries -0.10; number 3, C, carries -0.12; number 4, C, carries -0.46; number 5, C, carries -0.09; number 6, C, carries -0.05

# C42H32F6N3O8PV

A structure of composition C42H32F6N3O8PV at a distorted geometry (ωB97M-V with the def2-TZVPD basis set, the OMol25 dataset).

```
93
Properties=species:S:1:pos:R:3:forces:R:3
V 0.0069 -0.5649 -0.6589 0.34 -0.09 1.03
O 1.5586 1.2994 0.0665 -0.04 0.85 -0.22
C 2.4397 1.6650 -0.9567 0.18 -0.08 -0.18
C 2.2361 0.6897 -2.1672 0.03 0.07 -0.09
O 2.8543 0.8615 -3.1997 0.09 -0.05 -0.04
O 1.3727 -0.2474 -1.9783 0.05 -0.06 -0.33
C 3.9027 1.6219 -0.4948 -0.06 -0.02 0.09
C 4.9292 1.9257 -1.3863 0.02 0.01 -0.05
C 6.2502 1.9032 -0.9736 -0.01 0.00 0.02
C 6.5729 1.5800 0.3375 0.01 0.01 -0.01
C 5.5594 1.2795 1.2292 -0.03 -0.01 0.03
C 4.2315 1.3025 0.8199 0.04 0.02 -0.18
C 2.0723 3.0959 -1.3472 0.01 0.10 0.00
C 2.3305 3.6329 -2.6037 0.00 0.07 -0.07
C 1.9932 4.9495 -2.8845 -0.03 0.01 0.03
C 1.3969 5.7482 -1.9196 0.01 -0.02 -0.01
C 1.1459 5.2179 -0.6627 0.01 0.00 -0.02
C 1.4832 3.9040 -0.3796 -0.02 0.06 0.03
H 1.8952 0.5764 0.6271 0.02 -0.13 0.01
H 4.6900 2.1573 -2.4146 0.00 -0.01 0.04
H 7.0335 2.1339 -1.6835 0.02 0.01 -0.02
H 7.6064 1.5584 0.6571 0.02 0.00 0.01
H 5.7915 1.0167 2.2528 0.01 -0.01 0.02
H 3.4717 1.0605 1.5479 -0.08 0.00 0.07
H 2.7738 3.0117 -3.3689 -0.01 0.02 0.03
H 2.1954 5.3487 -3.8699 0.01 0.02 -0.03
H 1.1339 6.7738 -2.1434 -0.01 0.03 -0.01
H 0.6843 5.8277 0.1032 -0.02 0.02 0.02
H 1.2825 3.4892 0.5989 0.00 0.03 -0.02
O 1.4462 -7.1038 1.6191 0.09 -0.13 0.44
C 0.9836 -6.8412 0.5033 0.14 0.37 -0.20
O 0.5583 -7.5682 -0.4056 -0.17 -0.27 -0.23
C 0.9379 -5.3222 0.1692 -0.09 -0.01 -0.02
C 0.5853 -4.8884 -1.1067 0.00 0.10 0.09
C 0.4663 -3.5350 -1.3648 -0.01 -0.24 0.14
N 0.6845 -2.6180 -0.4154 -0.50 -0.35 -1.33
C 1.0941 -3.0289 0.7777 0.49 0.23 0.26
C 1.2311 -4.3561 1.1253 0.03 0.00 -0.03
C 1.4051 -1.8427 1.6469 -1.05 -0.88 0.17
O 1.7002 -1.9395 2.8176 0.52 0.27 -0.02
O 1.1326 -0.7494 0.9980 1.10 0.03 1.14
H 0.3828 -5.6307 -1.8659 0.01 -0.03 0.00
H 0.1710 -3.1656 -2.3360 0.01 0.03 0.04
H 1.5558 -4.6428 2.1154 0.00 -0.04 0.00
N -1.9522 1.4708 1.0643 -0.31 0.15 0.26
P -1.3743 -0.0743 1.4607 -0.76 -0.24 -0.61
C -2.8026 -1.1739 1.7148 0.08 0.01 0.32
C -2.5767 -2.5271 1.4672 -0.11 0.09 0.06
C -3.5832 -3.4566 1.6949 0.04 0.00 0.01
C -4.8234 -3.0332 2.1444 -0.03 -0.02 0.01
C -5.0593 -1.6837 2.3800 -0.01 0.01 -0.02
C -4.0484 -0.7593 2.1781 0.08 0.01 -0.04
C -0.7079 0.2047 3.1157 0.01 0.12 0.01
C -0.8361 -0.7403 4.1238 -0.02 -0.01 0.09
C -0.2186 -0.5349 5.3506 -0.04 -0.02 -0.05
C 0.5216 0.6131 5.5734 0.01 0.03 -0.04
C 0.6576 1.5597 4.5639 0.04 -0.02 0.07
C 0.0542 1.3534 3.3375 0.01 -0.08 -0.07
C -1.7435 2.0490 -0.1725 -0.06 0.14 0.03
C -2.3037 3.2998 -0.4530 0.02 0.02 -0.05
C -2.0547 3.8831 -1.6750 -0.05 -0.03 0.12
C -1.2661 3.2143 -2.5986 0.04 -0.02 -0.12
C -0.7625 1.9840 -2.2487 -0.02 -0.04 0.02
N -0.9917 1.3992 -1.0614 0.17 0.04 -0.06
H -2.4832 2.0289 1.7239 0.13 -0.13 -0.17
H -1.6201 -2.8597 1.0856 0.08 -0.01 -0.03
H -3.3933 -4.5055 1.5084 0.00 -0.01 -0.01
H -5.6123 -3.7555 2.3111 0.00 0.00 0.00
H -6.0320 -1.3571 2.7243 -0.01 0.01 0.01
H -4.2319 0.2926 2.3646 -0.03 0.01 0.02
H -1.4008 -1.6483 3.9539 -0.01 0.00 -0.01
H -0.3065 -1.2857 6.1238 -0.01 -0.01 0.02
H 1.0078 0.7667 6.5278 0.01 0.01 0.02
H 1.2530 2.4489 4.7276 0.00 0.00 0.01
H 0.1968 2.0665 2.5338 -0.01 0.02 0.01
H -2.9156 3.7916 0.2911 -0.01 0.00 0.02
H -2.4710 4.8546 -1.9062 -0.01 0.02 0.00
H -1.0354 3.6373 -3.5647 0.01 -0.01 0.00
H -0.1456 1.4200 -2.9349 -0.02 -0.01 0.00
C -3.1704 -2.9198 -2.0663 0.05 -0.01 0.06
C -2.5136 -1.5605 -2.3313 -0.19 -0.32 -0.02
O -1.4834 -1.3755 -1.4815 0.13 0.21 -0.26
C -2.0122 -1.5328 -3.7935 -0.22 -0.07 0.17
F -3.0368 -1.5622 -4.6617 -0.34 0.00 -0.21
F -1.2860 -0.4590 -4.0789 0.31 0.40 -0.02
F -1.2543 -2.5975 -4.0563 0.23 -0.35 -0.03
C -3.6013 -0.4612 -2.1647 0.07 -0.09 0.11
F -3.6645 -0.0776 -0.8842 -0.13 0.02 0.20
F -3.3817 0.6380 -2.8894 0.20 0.43 -0.20
F -4.8239 -0.8883 -2.5035 -0.34 -0.16 -0.09
H -2.3850 -3.6734 -2.0461 -0.03 0.01 -0.01
H -3.9145 -3.1747 -2.8148 -0.06 -0.05 -0.05
H -3.6395 -2.8848 -1.0837 -0.02 -0.02 -0.03
```
Positions in Å, forces in eV/Å.

Summary:
Strongest force on any atom in eV/Å: 1.6
Spin multiplicity: 3
Net charge: -1
HOMO energy (spin up / spin down) in eV: -5.4 / -5.4
<S²>: 2.01

Here are the Löwdin charges for atoms 1 to 6, given in e: number 1, V, carries 0.97; number 2, O, carries -0.08; number 3, C, carries -0.31; number 4, C, carries -0.53; number 5, O, carries 0.07; number 6, O, carries -0.09

# C4H6F2

An isolated molecule of C4H6F2 at a distorted geometry (ωB97M-V with the def2-TZVPD basis set, the OMol25 dataset).

```
12
Properties=species:S:1:pos:R:3:forces:R:3
C -1.8667 0.7500 0.0190 0.62 -0.04 -0.83
C -0.6767 -0.1684 -0.0180 2.40 1.50 0.17
F -1.0003 -1.4675 -0.0588 -0.09 -0.48 0.07
C 0.6530 0.1692 -0.0088 -1.07 0.04 -0.11
C 1.8872 -0.6879 0.0027 -0.90 -2.43 0.39
F 0.9618 1.5074 -0.0532 -0.39 -0.35 0.16
H -1.5906 1.8025 0.1266 0.18 -0.29 0.00
H -2.5086 0.4781 0.8410 -0.32 -0.17 0.23
H -2.4035 0.6431 -0.9375 -0.05 0.02 0.40
H 1.4868 -1.7613 -0.0175 0.64 1.30 -0.34
H 2.4727 -0.7126 0.9474 -0.46 0.72 -0.46
H 2.5848 -0.5527 -0.8428 -0.56 0.18 0.32
```
Positions in Å, forces in eV/Å.

Summary:
Strongest force on any atom in eV/Å: 2.8
Spin multiplicity: 1
Net charge: 0
HOMO energy in eV: -9.0
SMILES string: C/C(F)=C(/C)F

Here are the Löwdin charges for atoms 1 to 6, given in e: number 1, C, carries -0.01; number 2, C, carries -0.28; number 3, F, carries 0.05; number 4, C, carries -0.25; number 5, C, carries -0.03; number 6, F, carries 0.01

Here are the calculated ΔE to the lowest compared entry with this formula, charge and spin numbers, same order: 425.6 260.8 65.0 33.0 (kJ/mol).